<1>
DFT (the ωB97M-V functional and the def2-TZVPD basis) results for a structure of composition C4H4O3.

Properties
**Orbital gap**: 0.3394 Ha
**Total charge**: 0
**Lowest unoccupied orbital energy**: -0.64 eV

Each line ends with the natural charge from an NBO analysis.
CARTESIAN COORDINATES (ANGSTROEM)
O1 0.4014 1.0092 -2.5192  -0.52
C1 1.1584 0.5150 -1.7224  0.27
C2 -0.2073 -0.0129 0.6040  0.07
C3 -0.1177 0.4743 1.8698  0.27
O2 -1.0485 1.2870 1.6541  -0.45
C4 -1.0233 -1.1051 0.1152  0.31
O3 -0.4822 -2.1395 -0.2186  -0.52
H1 1.2294 -0.5807 -1.5716  0.12
H2 0.4720 0.3269 2.7758  0.19
H3 1.8404 1.1238 -1.0958  0.10
H4 -2.1119 -0.9218 0.0446  0.15

***

<2>
DFT (the ωB97M-V functional and the def2-TZVPD basis) results for a structure of composition C4H4O3.

Properties
**Orbital gap**: 0.3042 Ha
**Total charge**: 0
**Lowest unoccupied orbital energy**: -0.29 eV

Each line ends with the natural charge from an NBO analysis.
CARTESIAN COORDINATES (ANGSTROEM)
C1 -1.3221 -0.2805 0.5802  -0.76
C2 1.4180 -0.5548 -0.4141  0.61
C3 0.0449 0.2860 0.7777  0.53
C4 0.9232 0.6119 -1.1194  0.15
O1 1.8029 -1.6299 -0.2102  -0.40
O2 0.4970 0.8745 1.7039  -0.49
O3 0.1127 0.4682 -2.0445  -0.60
H1 1.4570 1.5365 -0.8587  0.20
H2 -2.0090 0.1259 1.3216  0.24
H3 -1.2645 -1.3655 0.6985  0.26
H4 -1.6601 -0.0723 -0.4351  0.27

***

<3>
DFT (the ωB97M-V functional and the def2-TZVPD basis) results for an isolated molecule of C4H4O3.

Properties
**Orbital gap**: 0.3265 Ha
**Total charge**: 0
**Lowest unoccupied orbital energy**: -0.90 eV

Each line ends with the natural charge from an NBO analysis.
CARTESIAN COORDINATES (ANGSTROEM)
C1 0.6353 -0.5481 1.4223  -0.72
C2 -0.4297 0.2046 0.6741  0.52
O1 -1.0918 1.1016 1.1400  -0.49
C3 -0.7337 -0.1768 -0.7809  0.40
O2 -1.4736 -1.0736 -1.1063  -0.46
C4 -0.0420 0.7019 -1.8242  0.34
O3 0.9507 1.3220 -1.5323  -0.46
H1 0.1954 -1.4504 1.8621  0.25
H2 1.0170 0.0866 2.2253  0.25
H3 1.4519 -0.8521 0.7602  0.23
H4 -0.4795 0.6841 -2.8403  0.14

***

In order of decreasing stability: <3>, <2>, <1>.

***

<1>
DFT (the ωB97M-V functional and the def2-TZVPD basis) results for an isolated molecule of C4H4O3.

Properties
**Orbital gap**: 0.3362 Ha
**Total charge**: 0
**Lowest unoccupied orbital energy**: -0.69 eV

Each line ends with the natural charge from an NBO analysis.
CARTESIAN COORDINATES (ANGSTROEM)
O1 0.0617 -0.4594 -2.0940  -0.60
C1 -0.6819 -0.6615 -1.0111  0.31
C2 -0.1619 -0.1063 0.1061  -0.41
C3 1.2463 0.3554 0.1353  0.30
O2 1.4660 1.4836 0.5288  -0.48
C4 -0.9310 0.2166 1.2983  0.41
O3 -2.0640 -0.1740 1.4703  -0.53
H1 -1.6156 -1.2347 -1.0275  0.23
H2 2.0605 -0.4078 0.0441  0.15
H3 0.8127 0.1525 -1.6099  0.48
H4 -0.3820 0.8436 2.0306  0.13

***

<2>
DFT (the ωB97M-V functional and the def2-TZVPD basis) results for an isolated molecule of C4H4O3.

Properties
**Orbital gap**: 0.3791 Ha
**Total charge**: 0
**Lowest unoccupied orbital energy**: 0.17 eV

Each line ends with the natural charge from an NBO analysis.
CARTESIAN COORDINATES (ANGSTROEM)
O1 -1.9339 1.1363 0.7189  -0.48
C1 -0.9794 1.1588 -0.0165  0.43
C2 -0.0314 -0.0146 -0.1493  -0.04
C3 -0.2626 -1.2101 0.6766  -0.07
O2 -0.6125 -1.1987 -0.6891  -0.44
C4 1.3544 0.2909 -0.6187  0.42
O3 1.8428 1.3879 -0.4905  -0.50
H1 -0.7550 2.0272 -0.6618  0.14
H2 0.5801 -1.8486 0.9414  0.19
H3 -1.0959 -1.1714 1.3755  0.22
H4 1.8935 -0.5580 -1.0864  0.13

***

<3>
DFT (the ωB97M-V functional and the def2-TZVPD basis) results for an isolated molecule of C4H4O3.

Properties
**Orbital gap**: 0.3521 Ha
**Total charge**: 0
**Lowest unoccupied orbital energy**: -0.31 eV

Each line ends with the natural charge from an NBO analysis.
CARTESIAN COORDINATES (ANGSTROEM)
O1 -0.2957 -0.0246 2.1190  -0.62
C1 -0.8468 -0.3685 0.9476  0.29
C2 -0.1885 -0.0207 -0.1699  -0.40
C3 1.1463 0.6323 -0.0133  0.35
O2 2.1331 -0.0660 -0.0340  -0.46
C4 -0.5442 -0.3928 -1.5339  0.41
O3 -1.6198 -0.8472 -1.8536  -0.52
H1 -1.7940 -0.9049 0.9912  0.22
H2 1.2250 1.7437 -0.0040  0.14
H3 0.5194 0.4576 1.8266  0.47
H4 0.2653 -0.2090 -2.2757  0.12

***

In order of decreasing stability: <3>, <2>, <1>.

***

<1>
DFT (the ωB97M-V functional and the def2-TZVPD basis) results for a cluster of 2 separate species, CH3Br2P in total.

Properties
**Orbital gap**: 0.3547 Ha
**Total charge**: 0
**Lowest unoccupied orbital energy**: 0.06 eV

Each line ends with the natural charge from an NBO analysis.
CARTESIAN COORDINATES (ANGSTROEM)
C1 0.4115 0.1968 0.5079  -0.84
P1 -0.6873 -1.0834 -0.0462  0.54
Br1 2.2646 -0.0788 -0.2702  -0.01
Br2 -2.5329 0.0582 -0.1811  -0.20
H1 0.6698 0.3925 1.6370  0.27
H2 0.1137 1.4632 -0.1653  0.26
H3 -0.2395 -0.9485 -1.4821  -0.01

***

<2>
DFT (the ωB97M-V functional and the def2-TZVPD basis) results for a cluster of 2 separate species, CH3Br2P in total.

Properties
**Orbital gap (spin up / spin down)**: 0.2982 / 0.2002 Ha
**Total charge**: 0
**Lowest unoccupied orbital energy (spin up / spin down)**: -2.09 / -3.29 eV

Each line ends with the natural charge from an NBO analysis.
CARTESIAN COORDINATES (ANGSTROEM)
C1 0.8160 0.1899 0.0076  -1.02
P1 -0.3228 -0.9319 0.9793  0.70
Br1 -2.4886 1.6046 -0.1278  -0.29
Br2 -1.1084 -2.3019 -0.5401  -0.16
H1 0.1639 0.7608 -0.6697  0.28
H2 1.6762 -0.3093 -0.3783  0.24
H3 1.2638 0.9877 0.7289  0.25

***

<3>
DFT (the ωB97M-V functional and the def2-TZVPD basis) results for a cluster of 2 separate species, CH3Br2P in total.

Properties
**Orbital gap**: 0.3333 Ha
**Total charge**: 0
**Lowest unoccupied orbital energy**: -0.37 eV

Each line ends with the natural charge from an NBO analysis.
CARTESIAN COORDINATES (ANGSTROEM)
C1 -0.6748 0.0585 0.1331  -0.81
P1 0.8151 0.4471 -0.9536  0.51
Br1 -2.2010 -0.6823 -0.6449  0.09
Br2 2.0517 0.9985 0.7338  -0.18
H1 -1.0702 1.0656 0.5015  0.23
H2 -0.1453 -0.8929 1.5639  0.17
H3 1.2245 -0.9944 -1.3337  -0.01

***

In order of decreasing stability: <2>, <1>, <3>.

***

<1>
DFT (the ωB97M-V functional and the def2-TZVPD basis) results for the ion C3H10NS3 with charge +1.

Properties
**Orbital gap**: 0.3150 Ha
**Total charge**: +1
**Lowest unoccupied orbital energy**: -5.37 eV

Each line ends with the natural charge from an NBO analysis.
CARTESIAN COORDINATES (ANGSTROEM)
C1 -2.6441 -0.1532 0.2542  -0.59
C2 -1.3279 -0.7211 -0.3944  -0.39
C3 -0.3280 0.3227 -0.9654  -0.26
N1 1.0576 -0.1671 -0.7794  -0.74
S1 1.6348 -1.9075 -1.1103  0.20
S2 3.5860 0.0435 0.3054  0.04
S3 2.3415 0.8668 -1.2025  0.69
H1 -3.1920 -0.8533 0.8103  0.23
H2 -2.3035 0.5576 1.0922  0.19
H3 -3.2361 0.3088 -0.4216  0.21
H4 -1.7585 -1.1667 -1.2667  0.22
H5 -0.7843 -1.3799 0.2602  0.21
H6 -0.6440 0.4784 -1.9607  0.21
H7 -0.4932 1.1702 -0.2109  0.23
H8 1.6357 -2.3713 0.2655  0.18
H9 4.0438 -0.4065 -0.8754  0.16
H10 2.1091 2.2011 -0.8304  0.20

***

<2>
DFT (the ωB97M-V functional and the def2-TZVPD basis) results for the ion C3H10NS3 with charge +1.

Properties
**Orbital gap**: 0.3389 Ha
**Total charge**: +1
**Lowest unoccupied orbital energy**: -4.42 eV

Each line ends with the natural charge from an NBO analysis.
CARTESIAN COORDINATES (ANGSTROEM)
C1 -0.8491 1.1882 -0.8190  -0.66
C2 0.2235 -0.6220 1.7973  -0.38
C3 0.2295 0.1943 -0.9512  -0.16
N1 -0.1270 -0.9878 0.1988  -0.57
S1 1.8243 0.7746 -0.5437  0.12
S2 -1.8865 -1.4758 0.1739  0.27
S3 0.9263 -2.2697 -0.4221  0.28
H1 -0.5998 1.9181 -1.6719  0.27
H2 -0.8885 1.6151 0.1691  0.23
H3 -1.7927 0.7414 -1.0360  0.23
H4 0.1427 0.4576 1.8354  0.23
H5 -0.4948 -1.1958 2.4568  0.25
H6 1.2374 -0.8281 2.0552  0.25
H7 0.0807 -0.3466 -1.8203  0.24
H8 1.5324 1.8453 0.1677  0.14
H9 -1.8601 -1.1251 -1.1997  0.14
H10 0.6108 -3.1518 0.4685  0.13

***

<3>
DFT (the ωB97M-V functional and the def2-TZVPD basis) results for the ion C3H10NS3 with charge +1.

Properties
**Orbital gap**: 0.3402 Ha
**Total charge**: +1
**Lowest unoccupied orbital energy**: -3.84 eV

Each line ends with the natural charge from an NBO analysis.
CARTESIAN COORDINATES (ANGSTROEM)
C1 0.4530 1.5790 1.1587  -0.66
C2 1.1376 -0.5900 -1.4284  -0.62
C3 -0.5457 0.7548 0.4049  -0.01
N1 -0.4751 -0.6690 0.6091  -0.78
S1 -0.1255 0.8298 -1.5438  0.46
S2 0.7020 -1.5638 1.4743  0.28
S3 -2.0986 -1.4123 0.4064  0.24
H1 0.6369 2.3740 0.5161  0.24
H2 1.3809 0.9029 1.1220  0.23
H3 0.1759 1.9479 2.1035  0.27
H4 0.6964 -1.4571 -1.1682  0.23
H5 1.5597 -0.5350 -2.4351  0.26
H6 1.7673 -0.2987 -0.6305  0.24
H7 -1.6081 1.1913 0.3395  0.25
H8 -1.1922 0.0677 -1.8277  0.18
H9 0.4657 -1.2557 2.7310  0.12
H10 -2.8204 -0.3687 0.5480  0.10

***

In order of decreasing stability: <2>, <3>, <1>.